Formula: C32H18ErI4N4O4
Source: the OMol25 dataset
Level of theory: ωB97M-V/def2-TZVPD

The geometry in XYZ format:
```
63
Properties=species:S:1:pos:R:3:forces:R:3
Er 0.460 -0.347 0.033 1.213 -0.442 -0.658
O 2.139 -0.118 1.368 0.470 0.400 0.553
C 2.596 0.850 2.113 -0.217 -0.239 -0.091
C 3.858 0.746 2.731 0.117 0.116 -0.019
C 4.385 1.782 3.475 -0.001 -0.013 0.007
C 3.679 2.974 3.657 -0.031 -0.097 -0.079
C 2.424 3.080 3.088 0.062 0.014 0.045
C 1.857 2.040 2.346 -0.469 0.299 -0.037
C 0.473 2.245 1.889 0.468 0.022 0.298
N -0.288 1.321 1.454 -0.540 0.421 -0.140
N -1.582 1.726 1.084 0.406 -0.087 0.283
C -2.178 0.778 0.412 -0.412 -0.185 -0.096
O -1.704 -0.388 0.117 -0.791 0.597 0.200
C -3.549 1.109 -0.084 0.121 0.016 0.140
C -4.264 2.171 0.461 -0.102 0.047 -0.079
C -5.526 2.481 -0.022 0.063 -0.039 -0.001
C -6.075 1.736 -1.061 0.025 0.012 0.037
C -5.360 0.678 -1.604 0.003 -0.010 -0.006
C -4.101 0.358 -1.113 -0.115 0.015 -0.014
H 4.410 -0.174 2.579 0.014 0.006 0.007
H 5.368 1.665 3.919 -0.020 0.015 0.004
H 4.097 3.790 4.231 0.014 -0.006 0.002
H 1.840 3.985 3.225 0.035 -0.026 0.007
H 0.065 3.255 1.956 -0.010 0.016 0.120
H -3.809 2.749 1.254 -0.019 -0.012 -0.012
H -6.078 3.308 0.407 -0.017 -0.005 -0.014
H -7.058 1.985 -1.443 0.002 -0.016 -0.014
H -5.785 0.101 -2.416 0.007 -0.012 0.001
H -3.530 -0.466 -1.520 0.005 0.006 -0.003
I -1.183 3.386 -3.523 -0.214 0.075 0.066
C 0.616 2.369 -3.548 0.368 0.073 -0.406
C 1.526 2.602 -4.605 -0.231 -0.010 0.199
C 2.727 1.957 -4.673 -0.075 -0.211 0.340
I 3.997 2.369 -6.265 0.148 0.037 -0.168
C 3.084 1.017 -3.661 0.165 0.090 -0.255
C 4.290 0.280 -3.611 -0.040 0.090 -0.103
C 4.524 -0.592 -2.588 -0.035 -0.052 0.119
C 3.545 -0.745 -1.587 0.159 -0.026 -0.074
N 2.420 -0.083 -1.610 -0.324 0.140 -0.088
C 2.168 0.794 -2.620 0.029 -0.216 0.295
C 0.893 1.475 -2.526 -0.092 -0.111 0.244
O 0.118 1.219 -1.532 0.115 0.181 -0.344
H 1.255 3.311 -5.376 -0.023 -0.001 0.026
H 5.021 0.417 -4.398 0.006 -0.008 0.018
H 5.442 -1.162 -2.534 -0.020 0.015 -0.009
H 3.690 -1.419 -0.750 0.016 0.006 -0.022
I -1.030 -4.204 -3.092 0.090 0.096 -0.106
C -1.193 -4.102 -1.028 -0.293 -0.493 0.186
C -2.062 -5.016 -0.387 0.160 0.154 -0.210
C -2.230 -5.005 0.964 0.277 0.272 -0.022
I -3.512 -6.402 1.816 -0.122 -0.120 0.121
C -1.535 -4.042 1.748 -0.097 -0.117 0.504
C -1.662 -3.899 3.152 -0.077 -0.114 -0.116
C -0.995 -2.907 3.809 0.112 0.156 0.040
C -0.198 -2.012 3.067 -0.040 -0.010 0.129
N -0.045 -2.127 1.778 -0.139 -0.313 -0.423
C -0.670 -3.136 1.113 -0.091 0.102 -0.304
C -0.456 -3.168 -0.325 0.376 0.360 -0.071
O 0.373 -2.325 -0.866 -0.400 -0.844 -0.001
H -2.600 -5.735 -0.989 0.020 0.022 -0.039
H -2.306 -4.580 3.692 0.016 0.010 0.012
H -1.089 -2.781 4.879 -0.010 -0.013 -0.016
H 0.310 -1.175 3.535 -0.016 -0.031 0.038
```
Positions in Å, forces in eV/Å.

The spin multiplicity is 4. Its net charge is -1. As for the LUMO energy (spin up / spin down): 0.073 / 0.073 Eh. The HOMO-LUMO gap (spin up / spin down) is 7.13 / 7.13 eV. The calculation puts the HOMO energy (spin up / spin down) at -0.1885 / -0.1887 Eh. The expectation value of S² is 3.753. The calculation puts the largest force on an atom at 1.45 eV/Å.